# 1
The following is a quantum chemistry calculation of C48H52CaGe2N9OS as an isolated structure, from the Open Molecules 2025 dataset.

Computed properties:
F_max = 1.1 eV/Å
Molecular weight = 988.37 g mol⁻¹
HOMO-LUMO gap = 6.57 eV
Energy above the lowest of the compared OMol25 structures with the same formula, charge and spin = 174.5 kJ/mol

```
! wB97M-V def2-TZVPD RIJCOSX def2/J DEFGRID3
* xyz -1 1
Ca -2.1193 0.0247 0.9691
C -3.3719 -5.2840 -0.4961
C -3.0610 -4.1178 0.4509
Ge -1.1984 -3.5074 0.2358
C -0.9494 -2.6997 -1.5520
C -0.3868 -3.7169 -2.5510
C -0.1313 -5.1632 0.3224
C 0.6676 -5.1156 1.4026
Ge 0.4506 -3.2206 2.0541
C 0.4153 -3.0147 4.0100
C 1.1012 -4.1167 4.8224
C 1.9043 -2.1922 1.2079
C 3.3007 -2.3749 1.8177
C 1.5390 -6.2421 1.8441
C 1.2014 -7.5722 1.5680
C 2.0204 -8.6206 1.9650
C 3.1998 -8.3664 2.6576
C 3.5482 -7.0533 2.9439
C 2.7261 -6.0083 2.5406
H -4.4199 -5.5855 -0.4128
H -2.7532 -6.1557 -0.2679
H -3.1929 -5.0068 -1.5397
H -3.2001 -4.4254 1.4911
H -3.7278 -3.2777 0.2533
H -0.2792 -1.8389 -1.4724
H -1.9163 -2.3193 -1.8839
H 0.6206 -4.0352 -2.2733
H -0.3411 -3.2908 -3.5574
H -1.0076 -4.6151 -2.5976
H -0.1450 -6.0211 -0.3577
H -0.6394 -2.9401 4.2856
H 0.8626 -2.0396 4.2159
H 0.7639 -5.1129 4.5262
H 0.8850 -3.9914 5.8863
H 2.1863 -4.0879 4.7032
H 1.6011 -1.1424 1.2632
H 1.9058 -2.4716 0.1498
H 3.2788 -2.2594 2.9075
H 4.0024 -1.6335 1.4243
H 3.7092 -3.3626 1.5923
H 0.2779 -7.7821 1.0396
H 1.7343 -9.6419 1.7379
H 3.8356 -9.1845 2.9761
H 4.4617 -6.8417 3.4896
H 3.0078 -4.9854 2.7573
C -3.6444 -1.6910 3.7557
N -3.9860 -0.5992 2.8470
C -5.3111 -0.8261 2.2628
C -3.9877 0.6823 3.5909
C -4.0704 1.9068 2.6945
C -4.9902 2.9058 3.0089
C -5.0207 4.0873 2.2747
C -4.1346 4.2479 1.2176
C -3.2573 3.2147 0.8903
C -3.1804 2.0079 1.6071
H -4.3414 -1.7449 4.6054
H -2.6366 -1.5502 4.1455
H -3.6834 -2.6426 3.2191
H -6.0673 -0.9659 3.0498
H -5.2930 -1.7095 1.6230
H -5.5939 0.0293 1.6497
H -3.0605 0.7316 4.1682
H -4.8135 0.6919 4.3194
H -5.6851 2.7648 3.8339
H -5.7271 4.8696 2.5277
H -4.1318 5.1741 0.6501
H -2.5924 3.3724 0.0390
C 5.3781 8.9727 -8.0621
O 5.7519 8.6628 -6.7300
C 4.9938 7.7543 -6.0670
C 5.3790 7.4729 -4.7569
C 4.6675 6.5665 -4.0029
C 3.5510 5.9123 -4.5316
C 3.1793 6.1988 -5.8352
C 3.8890 7.1135 -6.6092
C 2.8135 4.9588 -3.6857
N 3.1015 4.6830 -2.4394
C 2.1537 3.7664 -2.0390
C 1.2903 3.4868 -3.0565
N 1.7221 4.2542 -4.1149
C 0.2042 2.5637 -2.9425
C -0.6742 2.2391 -3.9850
C -1.6815 1.3423 -3.7562
C -1.7975 0.7800 -2.4814
N -0.9743 1.0676 -1.4825
C 0.0201 1.9494 -1.6915
C 0.9219 2.2565 -0.5719
N 0.6789 1.6573 0.6103
C 1.4887 1.9258 1.6182
C 2.5914 2.7850 1.5228
C 2.8423 3.4021 0.3294
C 1.9917 3.1465 -0.7519
H 6.0950 9.7080 -8.4146
H 4.3737 9.4010 -8.1047
H 5.4230 8.0898 -8.7044
H 6.2448 7.9848 -4.3536
H 4.9567 6.3450 -2.9827
H 2.3177 5.7188 -6.2869
H 3.5660 7.3119 -7.6213
H 1.3027 4.3075 -5.0241
H -0.5495 2.6945 -4.9621
H -2.3828 1.0668 -4.5345
H -2.5930 0.0786 -2.2619
H 1.2633 1.4503 2.5605
H 3.2227 2.9498 2.3863
H 3.6755 4.0811 0.1906
N -0.6263 -0.6103 2.5978
C -0.4986 0.1218 3.5125
N -0.1689 0.9080 4.4556
C -0.8147 1.3602 5.5127
N -1.2917 1.8007 6.4748
S -5.9851 -0.5842 -1.8954
C -4.5944 -0.7532 -1.0693
N -3.5773 -0.8959 -0.4925
*
```

Results of the Löwdin charge analysis, in e, for atoms 1 through 8: 1.16, -0.17, -0.37, 0.85, -0.37, -0.18, -0.26, -0.34



# 2
The following is a quantum chemistry calculation of a 2-piece molecular cluster, C4H13N3 overall, from the Open Molecules 2025 dataset.

Computed properties:
F_max = 4.9 eV/Å
Molecular weight = 103.17 g mol⁻¹
HOMO-LUMO gap = 11.64 eV
Energy above the lowest of the compared OMol25 structures with the same formula, charge and spin = 333.6 kJ/mol

```
! wB97M-V def2-TZVPD RIJCOSX def2/J DEFGRID3
* xyz 2 1
C 1.4711 -0.0209 0.0726
C -0.9120 1.0122 -1.0683
C -0.7483 -1.4633 -0.3052
C -0.6076 -0.0363 -0.0355
N 2.2294 0.7868 0.7950
N 1.9418 -0.9026 -0.7500
N -1.0417 0.5150 1.4168
H -0.2649 1.9607 -1.0104
H -2.0201 1.1414 -0.8543
H -0.9448 0.5858 -2.0473
H -0.5938 -2.1896 0.5268
H -0.2245 -1.7552 -1.1685
H -1.7298 -1.7077 -0.5127
H 1.7390 1.3279 1.5121
H 3.2230 0.6649 0.8615
H 1.3623 -1.2443 -1.4784
H 2.9807 -0.9912 -0.7449
H -2.0649 0.6311 1.5589
H -0.4916 1.3505 1.5572
H -0.6303 -0.0967 2.0688
*
```

Results of the Löwdin charge analysis, in e, for atoms 1 through 8: -0.18, -0.01, -0.03, -0.25, 0.21, 0.21, 0.28, 0.14



# 3
The following is a quantum chemistry calculation of a 2-piece molecular cluster, C6H7F3O2 overall, from the Open Molecules 2025 dataset.

Computed properties:
Structure (SMILES) = C=C(O)C(F)(F)F.C=C=CO
F_max = 2.8 eV/Å
Molecular weight = 168.11 g mol⁻¹
HOMO-LUMO gap = 9.54 eV
Energy above the lowest of the compared OMol25 structures with the same formula, charge and spin = 185.6 kJ/mol

```
! wB97M-V def2-TZVPD RIJCOSX def2/J DEFGRID3
* xyz 0 1
C -0.5878 1.4282 1.7126
C 1.3139 -0.2818 1.4398
C 0.2012 0.4443 1.4677
C -0.7992 -1.4084 -0.9884
C -0.6878 -0.1148 -1.1461
C 0.5782 0.5208 -1.6402
O 1.3573 -1.6940 1.4215
O -1.7449 0.7759 -1.0310
F 1.7173 -0.1479 -1.6159
F 0.8609 1.6674 -1.0752
F 0.3952 0.6696 -3.0245
H -1.3507 1.8867 0.9760
H -0.4251 1.8638 2.6955
H 2.2826 -0.0173 0.9602
H -1.7108 -1.9216 -0.8222
H 0.1183 -2.0648 -0.9541
H 1.0501 -2.1356 2.2021
H -2.5686 0.5295 -0.5779
*
```

Results of the Löwdin charge analysis, in e, for atoms 1 through 8: 0.01, -0.17, -0.12, 0.09, -0.33, -0.58, -0.05, 0.03



# 4
The following is a quantum chemistry calculation of a 6-piece molecular cluster, C39H40FN4O21 overall, from the Open Molecules 2025 dataset.

Computed properties:
F_max = 1.3 eV/Å
Molecular weight = 919.75 g mol⁻¹
HOMO-LUMO gap = 7.33 eV

```
! wB97M-V def2-TZVPD RIJCOSX def2/J DEFGRID3
* xyz 1 1
N 0.0980 -5.2351 -3.5868
C -0.4940 -4.8299 -2.5497
C -1.3678 -3.5962 -2.6410
N -0.6254 -2.4535 -2.0915
C 0.5928 -2.1202 -2.8707
C 1.8848 -2.4237 -2.0813
F 1.5829 -3.1500 -0.9310
C -1.3294 -1.3992 -1.6338
N -0.6578 -0.2990 -1.2016
N -2.6442 -1.3832 -1.5971
C -3.4473 -0.2700 -1.0700
C -4.9080 -0.3878 -1.5165
C -5.1061 -0.8758 -2.9564
C -6.5364 -0.6790 -3.4520
O -7.4462 -1.5679 -2.8292
H 0.6543 -6.0699 -3.4040
H -0.4174 -5.3007 -1.5656
H -1.6499 -3.4286 -3.6870
H -2.2703 -3.7765 -2.0502
H 0.5620 -1.0662 -3.1499
H 0.5600 -2.7139 -3.7841
H 2.5672 -3.0203 -2.6890
H 2.3978 -1.5111 -1.7659
H 0.3413 -0.4523 -1.1102
H -1.0025 0.0518 -0.3143
H -3.1505 -2.1845 -1.9374
H -3.3942 -0.2925 0.0247
H -2.9982 0.6680 -1.4079
H -5.4516 -1.0293 -0.8135
H -5.3530 0.6085 -1.4245
H -4.3967 -0.3870 -3.6341
H -4.9127 -1.9565 -3.0223
H -6.8490 0.3623 -3.2906
H -6.5783 -0.8797 -4.5254
H -7.1844 -1.7213 -1.9122
C -10.8214 -1.2090 1.5988
C -10.1136 -1.7546 0.5977
C -8.6207 -1.9904 0.7006
O -8.0945 -2.5125 -0.2734
C -7.9254 -1.5972 1.8967
C -8.6322 -1.0478 2.8995
C -10.1337 -0.8296 2.8107
O -10.6540 -0.3342 3.7913
O -8.1108 -0.6525 4.0409
O -10.6360 -2.1256 -0.5562
H -11.8863 -1.0370 1.5353
H -6.8600 -1.7686 1.9602
H -8.8555 -0.3067 4.5772
H -9.9089 -2.4736 -1.1082
C 5.0741 -4.2022 -4.8382
C 5.3738 -2.9031 -4.9524
C 6.7717 -2.4125 -5.2700
O 6.9004 -1.2042 -5.3557
C 7.8271 -3.3813 -5.4410
C 7.5325 -4.6861 -5.3248
C 6.1310 -5.1774 -5.0227
O 5.9746 -6.3806 -4.9504
O 8.4165 -5.6566 -5.4604
O 4.4999 -1.9154 -4.8044
H 4.0783 -4.5635 -4.6218
H 8.8237 -3.0243 -5.6580
H 7.9353 -6.4979 -5.3341
H 5.0096 -1.0916 -4.9617
C 0.2699 -1.2153 3.5010
C 0.7133 -1.2773 2.2431
C 1.9172 -0.5028 1.7550
O 2.1647 -0.6027 0.5586
C 2.6475 0.3120 2.6881
C 2.2212 0.3689 3.9618
C 1.0069 -0.3962 4.4528
O 0.7243 -0.2822 5.6247
O 2.8004 1.1052 4.8894
O 0.1489 -1.9840 1.2657
H -0.5948 -1.7595 3.8536
H 3.5067 0.8650 2.3319
H 2.2788 1.0029 5.7130
H 0.7838 -1.9348 0.5192
C 2.8021 6.1220 5.1612
C 2.3842 4.8602 5.0094
C 1.1502 4.3196 5.7009
O 0.8472 3.1676 5.4284
C 0.4184 5.1773 6.5965
C 0.8391 6.4423 6.7638
C 2.0534 6.9969 6.0416
O 2.3254 8.1607 6.2585
O 0.2473 7.3188 7.5500
O 2.9935 3.9591 4.2458
H 3.6792 6.5147 4.6666
H -0.4519 4.7792 7.0983
H 0.7573 8.1509 7.4743
H 2.5171 3.1134 4.3826
C 4.2203 5.0430 -0.5896
C 4.2076 4.4271 0.6011
C 5.4766 3.9532 1.2795
O 5.3448 3.3845 2.3476
C 6.7443 4.1856 0.6218
C 6.7581 4.8099 -0.5653
C 5.4890 5.2814 -1.2438
O 5.6203 5.8405 -2.3165
O 7.8552 5.0686 -1.2549
O 3.0977 4.1669 1.2711
H 3.3193 5.3802 -1.0824
H 7.6443 3.8401 1.1103
H 7.5680 5.5304 -2.0679
H 3.3382 3.8130 2.1496
*
```

Results of the Löwdin charge analysis, in e, for atoms 1 through 8: 0.14, -0.21, -0.12, -0.03, -0.08, -0.14, -0.05, -0.35



# 5
The following is a quantum chemistry calculation of C43H43Cl2N2O2Rh as an isolated structure, from the Open Molecules 2025 dataset.

Computed properties:
F_max = 0.2 eV/Å
Molecular weight = 793.64 g mol⁻¹
⟨S²⟩ = 6.03
HOMO-LUMO gap (alpha / beta) = 5.73 / 5.35 eV
Energy above the lowest of the compared OMol25 structures with the same formula, charge and spin = 5.8 kJ/mol

```
! wB97M-V def2-TZVPD RIJCOSX def2/J DEFGRID3
* xyz 0 5
Rh -0.7698 -0.0387 1.1387
Cl -6.6081 -2.1710 4.6515
C -5.4679 -1.3828 3.6320
C -5.9264 -0.7613 2.4833
C -4.9574 -0.1453 1.6936
Cl -5.4095 0.6212 0.2348
C -3.5704 -0.1433 2.0240
O -2.7612 0.4446 1.2406
C -3.1247 -0.8080 3.2641
C -1.7898 -0.7937 3.7309
O -0.7516 -0.3004 3.1613
C -4.1213 -1.4123 4.0291
H -6.9686 -0.7605 2.2112
H -1.6328 -1.2406 4.7155
H -3.8741 -1.9036 4.9597
C 2.2708 -3.3597 0.4859
C 2.0331 -3.0201 1.9569
C 0.5676 -3.2246 2.3345
C 2.5833 -1.6717 2.4010
C 3.5298 -1.6643 3.4225
C 4.0908 -0.4853 3.8770
C 3.7165 0.7207 3.3067
C 2.7724 0.7699 2.2872
C 2.3651 2.0990 1.6649
C 0.9789 2.5495 2.1412
C 3.3749 3.2165 1.9097
C 2.2119 -0.4404 1.8495
N 1.2172 -0.3858 0.8356
C 1.5585 -0.1821 -0.4307
C 0.5141 0.0790 -1.3563
N -0.7175 0.1398 -0.8762
C -1.8295 0.4255 -1.7126
C -2.6215 -0.6238 -2.2018
C -3.7113 -0.2910 -3.0002
C -4.0158 1.0276 -3.2973
C -3.2300 2.0458 -2.7892
C -2.1269 1.7649 -1.9889
C -1.3027 2.8962 -1.4056
C -0.8711 3.9071 -2.4650
C -2.0745 3.5801 -0.2748
C -2.3748 -2.0970 -1.9083
C -1.0589 -2.6383 -2.4676
C -2.5158 -2.4442 -0.4246
C 1.0968 0.2397 -2.6954
C 0.6201 0.4917 -3.9516
C 1.5548 0.5762 -5.0207
C 2.9035 0.4161 -4.8343
C 3.4203 0.1556 -3.5356
C 4.7835 -0.0284 -3.1723
C 5.1217 -0.2648 -1.8655
C 4.1530 -0.3401 -0.8263
C 2.8367 -0.1695 -1.1537
C 2.4947 0.0788 -2.5092
H 2.0819 -4.4225 0.3227
H 3.2980 -3.1503 0.1847
H 1.6064 -2.8037 -0.1742
H 2.6104 -3.7488 2.5362
H -0.0833 -2.5576 1.7679
H 0.3974 -3.0314 3.3935
H 0.2661 -4.2511 2.1150
H 3.8293 -2.6080 3.8629
H 4.8263 -0.5032 4.6705
H 4.1727 1.6345 3.6603
H 2.3092 1.9523 0.5820
H 0.9014 2.5242 3.2283
H 0.1958 1.8929 1.7394
H 0.7534 3.5573 1.7891
H 3.3949 3.5215 2.9579
H 3.0949 4.0940 1.3257
H 4.3859 2.9266 1.6210
H -4.3333 -1.0887 -3.3891
H -4.8689 1.2582 -3.9223
H -3.4780 3.0764 -3.0109
H -0.3953 2.4647 -0.9793
H -1.7252 4.4317 -2.8967
H -0.3236 3.4247 -3.2760
H -0.2207 4.6610 -2.0181
H -2.9879 4.0391 -0.6613
H -1.4716 4.3657 0.1846
H -2.3666 2.8658 0.4949
H -3.1806 -2.6201 -2.4337
H -0.2013 -2.2958 -1.8895
H -0.9098 -2.3367 -3.5052
H -1.0630 -3.7296 -2.4311
H -1.7681 -1.8853 0.1526
H -2.3387 -3.5064 -0.2534
H -3.5026 -2.1812 -0.0406
H -0.4364 0.6253 -4.1465
H 1.1806 0.7740 -6.0169
H 3.5800 0.4838 -5.6772
H 5.5533 0.0157 -3.9329
H 6.1638 -0.4012 -1.6073
H 4.4670 -0.5208 0.1937
*
```

Results of the Löwdin charge analysis, in e, for atoms 1 through 8: 1.11, 0.73, -0.65, -0.15, -0.57, 0.80, -0.35, -0.13



# 6
The following is a quantum chemistry calculation of one molecule with the formula C2H7N3O, from the Open Molecules 2025 dataset.

Computed properties:
Structure (SMILES) = CNNC(N)=O
F_max = 0.7 eV/Å
Molecular weight = 89.10 g mol⁻¹
HOMO-LUMO gap = 10.26 eV
Energy above the lowest of the compared OMol25 structures with the same formula, charge and spin = 124.0 kJ/mol

```
! wB97M-V def2-TZVPD RIJCOSX def2/J DEFGRID3
* xyz 0 1
C 0.6734 2.4291 0.1681
C -0.1554 -1.0503 -0.0204
H 1.2255 3.1061 -0.4877
H -0.2423 2.9439 0.5311
H 1.3254 2.1698 1.0252
H -0.1474 1.4430 -1.4312
H -1.2949 0.5647 0.4724
H -0.7848 -2.7639 0.8248
H -1.2693 -1.3973 1.6540
N 0.3581 1.2087 -0.5807
N -0.3638 0.3098 0.1867
N -1.0409 -1.7955 0.7509
O 0.6757 -1.5500 -0.7466
*
```

Results of the Löwdin charge analysis, in e, for atoms 1 through 8: -0.11, -0.60, 0.07, 0.07, 0.08, 0.12, 0.13, 0.09



# 7
The following is a quantum chemistry calculation of a 2-piece molecular cluster, C9H19NO3 overall, from the Open Molecules 2025 dataset.

Computed properties:
Structure (SMILES) = CC/C=[N+](/[O-])O.CC(=O)C(C)(C)C
F_max = 5.4 eV/Å
Molecular weight = 189.25 g mol⁻¹
HOMO-LUMO gap = 9.78 eV
Energy above the lowest of the compared OMol25 structures with the same formula, charge and spin = 547.3 kJ/mol

```
! wB97M-V def2-TZVPD RIJCOSX def2/J DEFGRID3
* xyz 0 1
C -3.9970 -2.5397 -0.0720
C 0.7365 2.2624 1.8192
C 2.0030 2.1794 -0.2357
C 3.1294 1.6032 2.0269
C 1.7822 -0.9062 -0.0178
C -3.3243 -2.1338 -1.3817
C -2.0044 -1.3288 -1.2112
C 1.9041 1.5242 1.1290
C 1.4813 0.0321 1.1338
N -1.4545 -0.7474 -2.2174
O -0.4291 -0.0944 -2.3021
O -2.0575 -1.1071 -3.4724
O 0.9037 -0.4616 2.0695
H -4.6772 -3.2293 -0.3454
H -3.3718 -2.9335 0.5660
H -4.3424 -1.6309 0.3168
H 0.3602 1.5952 2.6762
H 1.1912 3.2887 2.2433
H -0.1402 2.5250 1.0809
H 2.8390 1.9393 -0.7173
H 1.1643 1.7480 -0.8053
H 2.0092 3.1798 0.0495
H 3.0406 1.2057 2.9894
H 4.0512 1.2419 1.4237
H 3.2655 2.5660 2.2483
H 1.7064 -0.3183 -1.0555
H 2.8994 -1.0647 0.1437
H 1.2891 -1.8302 0.0263
H -4.0567 -1.3749 -2.0058
H -3.0401 -3.0625 -1.8968
H -1.5457 -1.2166 -0.1725
H -1.3155 -0.9113 -4.0336
*
```

Results of the Löwdin charge analysis, in e, for atoms 1 through 8: -0.09, -0.07, -0.04, -0.03, -0.01, -0.20, -0.03, -0.55



# 8
The following is a quantum chemistry calculation of one molecule with the formula C4H7N3O, from the Open Molecules 2025 dataset.

Computed properties:
Structure (SMILES) = NC(=O)/N=C\N1CC1
F_max = 4.0 eV/Å
Molecular weight = 113.12 g mol⁻¹
HOMO-LUMO gap = 10.33 eV
Energy above the lowest of the compared OMol25 structures with the same formula, charge and spin = 231.2 kJ/mol

```
! wB97M-V def2-TZVPD RIJCOSX def2/J DEFGRID3
* xyz 0 1
C -1.6114 -0.0376 -0.2354
C 0.3284 1.2165 -0.3254
C 1.0820 -1.0273 0.0106
C 2.2773 -0.1431 0.1160
H -2.9323 0.9654 0.8855
H -3.3175 -0.6796 0.5650
H 0.9226 2.0465 -0.6990
H 0.7684 -1.7160 0.9160
H 0.8657 -1.1729 -1.1012
H 2.5987 0.2261 -0.8456
H 3.0799 -0.1603 0.8114
N -2.6719 0.0746 0.6829
N -0.9461 1.1039 -0.5388
N 0.9843 0.3859 0.4976
O -1.4281 -1.0822 -0.7396
*
```

Results of the Löwdin charge analysis, in e, for atoms 1 through 8: -0.67, -0.19, -0.09, -0.14, 0.04, 0.10, 0.13, 0.16



Question: What is the molecular weight in the fourth record?
Answer: 919.75 g mol⁻¹



Question: Among the records above, which one has the lowest F_max?
Answer: C43H43Cl2N2O2Rh